# 1
Here is one molecule with the formula C3H6N4O2 at a distorted geometry from OMol25. Energies are from ωB97M-V/def2-TZVPD.

```
15
Properties=species:S:1:pos:R:3
H 3.3849 -0.8673 -0.3256
N 2.9555 -0.0851 0.2006
C 1.6905 -0.1264 0.0898
N 0.8999 -1.0742 -0.4955
N 0.9990 0.9527 0.6651
N 0.0100 1.7029 -0.0188
C -1.1426 1.1475 -0.2226
C -1.9065 -0.0907 0.2423
O -1.4360 -1.0367 0.8497
O -3.1646 -0.0059 -0.1502
H 0.1084 -1.3530 0.0582
H 1.2896 -1.8171 -1.0708
H 1.7544 1.5824 0.8060
H -1.7414 1.7846 -0.8864
H -3.7011 -0.7139 0.2581
```

Results
SMILES string: [H]/N=C(\N)N/N=C\C(=O)O
M in g/mol: 130.1
Kohn-Sham gap in eV: 8.6
HOMO energy in eV: -8.795

***

# 2
Here is C3H6N4O2 as an isolated structure at a distorted geometry from OMol25. Energies are from ωB97M-V/def2-TZVPD.

```
15
Properties=species:S:1:pos:R:3
C 1.4462 -0.5103 -0.2872
C 0.0173 -0.1865 -0.3199
C -1.0900 -1.2059 0.2938
H -0.2030 3.0667 0.8496
H -1.7548 1.4894 0.0375
H 3.0207 -1.8499 0.2358
H -1.4469 -1.3144 1.4148
H -0.8873 -2.1831 0.0997
H -2.1197 -0.1753 -1.4476
N -0.6340 2.1910 -0.1108
N 0.2387 1.1827 0.0296
N 1.5676 1.5613 -0.0925
N 2.2961 0.4608 -0.2597
O 1.8990 -1.8131 -0.0804
O -2.3499 -0.7134 -0.3628
```

Results
M in g/mol: 130.1
Kohn-Sham gap in eV: 8.5
HOMO energy in eV: -8.638

***

# 3
Here is a 2-piece molecular cluster, C3H6N4O2 overall at a distorted geometry from OMol25. Energies are from ωB97M-V/def2-TZVPD.

```
15
Properties=species:S:1:pos:R:3
C 0.1622 2.1226 0.5211
C -0.1610 -0.9738 -0.4085
C -1.5356 -1.2915 -0.0019
N -0.3169 1.5984 -0.4907
N -0.9521 0.9615 -1.2180
N 0.6556 -0.5994 0.5300
N 1.9800 -0.4500 0.1120
O 2.4679 -1.3733 -0.5249
O 2.5587 0.5806 0.4314
H 0.9582 2.8631 0.3306
H -0.2102 2.0121 1.5551
H -0.0161 -1.2944 -1.4982
H -2.1974 -1.0190 -0.7205
H -1.9118 -0.7945 0.9576
H -1.4816 -2.3425 0.4250
```

Results
M in g/mol: 130.1
Kohn-Sham gap in eV: 9.1
HOMO energy in eV: -9.186

***

# 4
Here is a 2-piece molecular cluster, C3H6N4O3 overall at a distorted geometry from OMol25. Energies are from ωB97M-V/def2-TZVPD.

```
16
Properties=species:S:1:pos:R:3
N 3.2235 -2.2265 4.6398
C 3.9979 -2.5173 5.7406
N 4.4470 -3.6926 6.0983
O 4.8220 -3.4824 7.4373
C 4.5525 -2.2086 7.7103
N 4.3730 -1.8517 8.9783
N 4.2916 -1.5185 6.6217
H 2.7512 -1.3292 4.6386
H 2.8050 -3.1775 4.1909
H 4.7298 -2.4262 9.7282
H 3.9862 -0.9398 9.1757
O 6.2793 -2.2341 2.3372
C 5.1404 -2.0465 2.6940
O 4.0591 -3.0047 2.3477
H 4.7568 -1.0303 2.9123
H 3.2336 -2.5906 2.6991
```

Results
SMILES string: Nc1noc(N)n1.O=CO
M in g/mol: 146.1
Kohn-Sham gap in eV: 9.6
HOMO energy in eV: -9.014

***

# 5
Here is C3H6N4O5 as an isolated structure at a distorted geometry from OMol25. Energies are from ωB97M-V/def2-TZVPD.

```
18
Properties=species:S:1:pos:R:3
C 0.9191 -0.8488 0.6414
C -1.2789 0.5176 -1.6829
C -1.3283 -0.0307 0.1937
N 1.8900 -0.8873 1.5961
N -0.1193 0.1243 0.8213
N -2.4272 0.9522 0.5933
N -1.8442 -1.6308 0.2307
O -3.5807 0.6609 0.2831
O -2.3988 -2.1413 -0.7166
O 0.8329 -1.5729 -0.3307
O -2.0073 1.9159 1.1934
O -1.5811 -2.0116 1.3468
H -2.0948 -0.1052 -1.9945
H -0.2069 0.1555 -1.9284
H -1.2749 1.6240 -1.6749
H 1.8713 -0.1369 2.3859
H 2.6070 -1.5894 1.6624
H -0.0002 0.8384 1.5637
```

Results
M in g/mol: 178.1
Kohn-Sham gap in eV: 9.4
HOMO energy in eV: -9.820

***

# 6
Here is one molecule with the formula C3H6N4S at a distorted geometry from OMol25. Energies are from ωB97M-V/def2-TZVPD.

```
14
Properties=species:S:1:pos:R:3
H 0.2302 1.9629 -2.0764
N -0.2443 1.3546 -1.4528
C 0.5500 0.7244 -0.7171
S 2.2235 0.9590 -0.3157
C 2.1062 -0.1613 1.1513
C 0.8279 -0.6210 1.2337
N -0.0334 -0.3552 0.2788
N -1.4488 -0.3017 0.5158
N -2.1900 -0.6957 -0.5773
H 2.9591 -0.5555 1.7685
H 0.3941 -1.1689 2.0304
H -1.5446 0.7285 0.5638
H -1.8848 -0.2080 -1.5018
H -1.9451 -1.6622 -0.9012
```

Results
SMILES string: [H]/N=c1\sccn1NN
M in g/mol: 130.2
Kohn-Sham gap in eV: 8.8
HOMO energy in eV: -8.104

***

# 7
Here is one molecule with the formula C3H6N4Si at a distorted geometry from OMol25. Energies are from ωB97M-V/def2-TZVPD.

```
14
Properties=species:S:1:pos:R:3
Si 1.6841 0.5342 0.0206
N 0.0980 1.1177 -0.0625
C -0.9905 0.4922 -0.0429
C -1.3986 -0.9276 -0.1063
C -2.7514 -1.1409 -0.0572
N -3.6602 -0.1420 -0.0046
N -3.3138 1.0685 0.0310
N -2.0540 1.4086 0.0443
H 1.9903 0.9460 1.4818
H 1.8250 -0.9488 -0.1198
H 2.6386 1.3757 -1.0334
H -0.5130 -1.5039 -0.1319
H -3.0170 -2.1967 -0.1859
H -1.7540 2.3322 0.0188
```

Results
SMILES string: [SiH3]/N=c1\ccnn[nH]1
M in g/mol: 126.2
Kohn-Sham gap in eV: 8.8
HOMO energy in eV: -9.092

***

# 8
Here is an isolated ion of composition C3H6N5 and charge +1 at a distorted geometry from OMol25. Energies are from ωB97M-V/def2-TZVPD.

```
14
Properties=species:S:1:pos:R:3
C 0.6072 0.7581 -0.8073
C -1.2545 -0.0890 0.3064
C 0.6335 -0.8333 -0.7474
N 1.8989 -1.1293 0.1557
N 2.6259 -0.2283 0.2645
N 2.6725 0.9264 0.1005
N -0.4510 -1.1831 -0.0512
N -0.3929 1.0087 -0.0333
H -2.2382 0.1203 -0.3495
H -1.6346 0.1008 1.3727
H 0.9426 -1.4320 -1.5817
H 3.4360 1.4313 -0.4530
H -0.4735 -2.1510 0.1555
H -0.6319 1.9341 0.2470
```

Results
M in g/mol: 112.1
Kohn-Sham gap (alpha / beta) in eV: 7.3 / 7.3
Charge: +1
HOMO energy (alpha / beta) in eV: -13.320 / -13.315